(1)
A single C3H2N2O2S molecule in a non-equilibrium geometry. Source: OMol25; level of theory: the ωB97M-V functional and the def2-TZVPD basis.

Structure (XYZ):
```
10
Properties=species:S:1:pos:R:3:forces:R:3:lowdin_charge:R:1
C 0.8022 0.2462 0.0001 0.05 0.26 0.03 -0.660
C -0.6240 0.1508 -0.0026 -0.13 -0.28 0.05 -0.251
C -1.4832 -1.0755 0.0050 -0.83 0.76 -0.16 -0.188
H 3.0045 -0.2627 0.0051 0.47 0.34 0.00 -0.123
H -0.9242 -2.0182 -0.0094 0.02 -0.26 0.05 0.114
N 1.1277 1.5081 0.0062 -0.06 -0.41 -0.05 0.078
N -1.1088 1.3589 -0.0037 0.02 -0.11 0.00 0.156
O -0.0601 2.1847 -0.0010 -0.02 0.17 0.02 -0.053
O -2.6913 -1.0271 0.0015 0.98 -0.20 0.05 0.085
S 1.9573 -1.0652 -0.0011 -0.50 -0.29 0.00 0.842
```
Forces are in eV/Å.

Values from the calculation:
Kohn-Sham gap = 9.49 eV
DFT total energy = -21050.635 eV
LUMO level = -0.6554 eV
Structure (SMILES) = O=Cc1nonc1S
Relative energy (zero: lowest compared OMol25 entry of this formula, charge and spin) = 94.5 kcal/mol

---

(2)
2 unconnected molecules or ions with the total composition C3H2N2O3 in a non-equilibrium geometry. Source: OMol25; level of theory: the ωB97M-V functional and the def2-TZVPD basis.

Structure (XYZ):
```
10
Properties=species:S:1:pos:R:3:forces:R:3:lowdin_charge:R:1
C 1.0023 -0.0948 -0.2898 -2.46 2.47 -0.89 -0.534
C 0.2360 1.0480 -0.2007 0.70 2.22 4.16 0.033
C -1.9038 -0.1171 -0.2214 1.92 -1.82 1.38 -0.434
H 2.5311 -0.9823 0.9258 -0.30 2.33 -4.15 0.389
H 0.7141 2.1023 0.4399 -1.58 -3.26 -2.82 0.222
N -0.9201 -1.3121 0.1115 -3.07 -0.24 -1.25 0.130
N 0.2832 -1.2686 -0.0853 1.43 -0.21 0.87 0.050
O 2.3238 -0.0977 -0.4177 0.15 -2.87 4.26 -0.033
O -1.1889 0.9848 0.1293 1.22 0.68 -1.61 0.022
O -3.0779 -0.2624 -0.3916 1.99 0.69 0.04 0.154
```
Forces are in eV/Å.

Values from the calculation:
Kohn-Sham gap = 6.97 eV
DFT total energy = -12258.473 eV
LUMO level = -2.3183 eV
Relative energy (zero: lowest compared OMol25 entry of this formula, charge and spin) = 196.2 kcal/mol

---

(3)
A single C3H2N2O3 molecule in a non-equilibrium geometry. Source: OMol25; level of theory: the ωB97M-V functional and the def2-TZVPD basis.

Structure (XYZ):
```
10
Properties=species:S:1:pos:R:3:forces:R:3:lowdin_charge:R:1
C -1.9563 -0.0587 0.4712 0.44 -0.72 -0.60 -0.321
C 0.0099 1.2462 1.2261 -1.56 -0.98 -1.86 -0.517
C 1.2884 -0.8998 -1.3095 -0.31 -0.67 0.41 0.030
N -1.2878 0.8143 0.9257 0.03 0.79 0.83 0.219
N 0.4796 -0.5097 -0.4599 -1.42 2.70 3.14 0.073
O -2.6370 -0.8702 0.0044 -0.57 -0.18 0.02 0.183
O 0.1455 2.2617 1.8216 1.50 -0.48 0.19 0.158
O 0.9801 0.4442 0.6443 0.60 -0.16 -0.74 0.001
H 2.3291 -0.9069 -1.4501 1.30 0.70 0.10 0.089
H 0.6486 -1.5212 -1.8737 -0.01 -0.99 -1.49 0.085
```
Forces are in eV/Å.

Values from the calculation:
Kohn-Sham gap = 11.70 eV
DFT total energy = -12263.291 eV
LUMO level = 0.4557 eV
Structure (SMILES) = C=NOC(=O)N=C=O
Relative energy (zero: lowest compared OMol25 entry of this formula, charge and spin) = 85.1 kcal/mol

---

(4)
A single C3H2N2O3 molecule in a non-equilibrium geometry. Source: OMol25; level of theory: the ωB97M-V functional and the def2-TZVPD basis.

Structure (XYZ):
```
10
Properties=species:S:1:pos:R:3:forces:R:3:lowdin_charge:R:1
C -0.2946 0.1503 -0.5714 -0.91 2.54 -1.40 -0.333
C -1.1297 -1.6124 0.3265 0.14 0.91 -3.37 -0.117
C 0.5926 -0.3610 0.3840 4.97 -0.02 4.81 -0.333
H 1.4094 1.6644 -0.2838 -3.40 3.69 -0.10 0.225
H -1.6465 -2.4606 0.7342 -1.14 -0.03 -0.72 0.144
N -0.4268 1.3873 -1.0129 0.73 0.23 1.34 0.126
N -1.2830 -0.7941 -0.7193 -2.20 -2.44 2.28 0.149
O 0.4819 2.4090 -0.4925 2.79 -6.63 -0.56 -0.095
O 0.0316 -1.5373 0.9688 1.15 2.23 -0.42 0.108
O 1.6359 0.0762 0.8787 -2.13 -0.49 -1.84 0.129
```
Forces are in eV/Å.

Values from the calculation:
Kohn-Sham gap = 8.49 eV
DFT total energy = -12261.799 eV
LUMO level = -1.6441 eV
Structure (SMILES) = O=C1OC=N/C1=N/O
Relative energy (zero: lowest compared OMol25 entry of this formula, charge and spin) = 119.5 kcal/mol

---

(5)
A single C3H2N2OS molecule in a non-equilibrium geometry. Source: OMol25; level of theory: the ωB97M-V functional and the def2-TZVPD basis.

Structure (XYZ):
```
9
Properties=species:S:1:pos:R:3:forces:R:3:lowdin_charge:R:1
C -0.5517 -0.4446 -0.2040 0.89 0.44 0.97 -0.396
C 0.1989 1.2813 0.6322 1.35 2.68 2.67 -0.209
C 0.8751 -0.2528 -0.6474 -1.30 -2.64 -2.54 -0.811
H -1.8912 -1.4301 0.2933 -3.39 -0.21 1.77 0.032
H 0.5170 2.0717 1.3001 -0.38 0.45 -0.21 0.148
N -1.1116 -1.5542 -0.2407 1.75 -0.36 -1.64 0.214
N -0.9067 0.7213 0.6462 -0.33 -2.08 -1.72 0.184
O 1.2860 0.8255 -0.0416 1.12 0.95 0.05 0.041
S 1.5841 -1.2180 -1.7380 0.30 0.77 0.66 0.797
```
Forces are in eV/Å.

Values from the calculation:
Kohn-Sham gap = 8.13 eV
DFT total energy = -19004.402 eV
LUMO level = -1.1678 eV
Structure (SMILES) = [H]/N=C1\N=COC1=S
Relative energy (zero: lowest compared OMol25 entry of this formula, charge and spin) = 26.5 kcal/mol

---

(6)
A single C3H2N2OS molecule in a non-equilibrium geometry. Source: OMol25; level of theory: the ωB97M-V functional and the def2-TZVPD basis.

Structure (XYZ):
```
9
Properties=species:S:1:pos:R:3:forces:R:3:lowdin_charge:R:1
C -1.0870 0.0494 0.0226 -1.78 -0.67 -1.02 0.025
C -0.1768 -0.9470 -0.0366 -2.77 -1.75 0.67 -0.115
C -0.3533 1.3289 -0.0714 0.00 0.98 1.69 -0.350
N 1.0689 0.8720 0.0069 1.00 1.94 0.28 0.114
N 1.0828 -0.3637 0.1233 3.93 -0.76 -1.57 -0.518
O -0.7552 2.4871 -0.0106 1.45 -3.01 -0.59 0.136
S 2.6296 -1.4499 0.0728 -3.06 2.01 0.32 0.434
H -2.2092 0.1069 0.0056 1.46 -0.69 -0.06 0.140
H -0.1998 -2.0836 -0.1126 -0.22 1.96 0.28 0.134
```
Forces are in eV/Å.

Values from the calculation:
Kohn-Sham gap (alpha / beta) = 6.38 / 6.39 eV
DFT total energy = -19002.358 eV
LUMO level (alpha / beta) = -2.9083 / -2.9070 eV
Relative energy (zero: lowest compared OMol25 entry of this formula, charge and spin) = 73.7 kcal/mol

---

(7)
A single C3H2N2OS molecule in a non-equilibrium geometry. Source: OMol25; level of theory: the ωB97M-V functional and the def2-TZVPD basis.

Structure (XYZ):
```
9
Properties=species:S:1:pos:R:3:forces:R:3:lowdin_charge:R:1
C 0.4913 -0.8576 0.5359 -1.79 4.85 -2.75 -0.436
C -0.1826 1.0392 -0.5485 0.01 2.53 -0.36 -0.968
C -0.7569 -0.9898 -0.3438 -0.35 0.19 0.38 0.003
H 1.4437 1.1356 0.9949 -2.30 -1.84 -2.90 0.237
H -1.1931 -1.9792 -0.1906 -0.71 0.38 -0.99 0.126
N 0.8006 0.5399 0.2660 1.81 0.19 2.66 0.077
N -1.1721 0.1177 -0.9196 1.26 -4.16 1.60 0.071
O 0.9834 -1.5505 1.3198 1.41 -2.36 1.98 0.163
S -0.4144 2.5447 -1.1140 0.66 0.20 0.37 0.727
```
Forces are in eV/Å.

Values from the calculation:
Kohn-Sham gap = 7.45 eV
DFT total energy = -19004.947 eV
LUMO level = -1.7417 eV
Structure (SMILES) = O=C1C=NC(=S)N1
Relative energy (zero: lowest compared OMol25 entry of this formula, charge and spin) = 14.0 kcal/mol

---

(8)
A molecular structure, C3H2N2OS in a non-equilibrium geometry. Source: OMol25; level of theory: the ωB97M-V functional and the def2-TZVPD basis.

Structure (XYZ):
```
9
Properties=species:S:1:pos:R:3:forces:R:3:lowdin_charge:R:1
C 0.9091 0.3347 -0.1782 1.57 2.22 -0.43 -0.044
C 0.6336 -0.9356 0.2025 0.81 3.15 -1.58 -0.154
C -0.2054 1.2228 -0.1244 -4.15 0.97 1.20 -0.281
N -0.6484 -1.1279 0.5794 -1.57 -1.47 1.61 -0.422
N -1.4661 0.0321 0.5012 2.73 2.30 0.02 -0.316
O -0.5892 2.3657 -0.1523 1.77 -2.74 -0.31 0.102
S -1.9499 -1.1843 -0.5528 -0.20 -1.06 -1.29 0.860
H 1.8648 0.8835 -0.4880 -1.20 -1.60 0.53 0.148
H 1.4516 -1.5912 0.2128 0.22 -1.75 0.25 0.108
```
Forces are in eV/Å.

Values from the calculation:
Kohn-Sham gap = 7.61 eV
DFT total energy = -19001.742 eV
LUMO level = -1.0495 eV
Relative energy (zero: lowest compared OMol25 entry of this formula, charge and spin) = 87.9 kcal/mol

---

(9)
2 unconnected molecules or ions with the total composition C3H2N2S in a non-equilibrium geometry. Source: OMol25; level of theory: the ωB97M-V functional and the def2-TZVPD basis.

Structure (XYZ):
```
8
Properties=species:S:1:pos:R:3:forces:R:3:lowdin_charge:R:1
C 0.1369 -0.3541 -1.6935 0.59 -0.46 -0.36 -0.434
C 1.0867 -0.8146 1.9558 0.28 -0.36 -0.02 -0.064
C -0.9258 0.2068 -1.0462 -1.09 0.76 0.63 -0.509
N 0.9185 -1.0521 -2.1905 0.32 0.08 -0.14 0.150
N 0.4158 0.1022 1.8966 -0.50 0.70 0.01 0.067
S -1.0819 1.8152 -0.7935 -0.06 -0.53 -0.02 0.835
H 1.7144 -1.6638 1.9999 0.23 -0.34 0.01 0.051
H -2.2647 1.7603 -0.1285 0.23 0.15 -0.12 -0.097
```
Forces are in eV/Å.

Values from the calculation:
Kohn-Sham gap = 7.70 eV
DFT total energy = -16954.823 eV
LUMO level = -1.3937 eV
Relative energy (zero: lowest compared OMol25 entry of this formula, charge and spin) = 59.5 kcal/mol

---

(10)
A single C3H2N2S molecule in a non-equilibrium geometry. Source: OMol25; level of theory: the ωB97M-V functional and the def2-TZVPD basis.

Structure (XYZ):
```
8
Properties=species:S:1:pos:R:3:forces:R:3:lowdin_charge:R:1
C 0.3816 0.6035 -0.2136 -0.97 -0.07 -0.77 -0.801
C 0.2458 -0.7143 -0.8897 -0.61 -2.28 0.81 -0.145
C -0.5039 0.4324 0.9767 1.10 0.22 -0.50 -0.168
H 0.6523 -1.1572 -1.8388 -0.42 1.09 1.03 0.127
H -0.7534 1.2677 1.6708 0.33 -1.22 -0.29 0.125
N -0.4871 -1.4974 -0.1192 2.20 0.98 -2.29 0.028
N -0.7450 -0.8182 1.0593 -2.15 0.69 2.20 0.003
S 1.2097 1.8837 -0.6457 0.51 0.59 -0.19 0.830
```
Forces are in eV/Å.

Values from the calculation:
Kohn-Sham gap = 7.09 eV
DFT total energy = -16955.781 eV
LUMO level = -2.3726 eV
Structure (SMILES) = S=C1C=NN=C1
Relative energy (zero: lowest compared OMol25 entry of this formula, charge and spin) = 37.4 kcal/mol

---

(11)
A gas-phase ion, C3H2N3O (charge +1) in a non-equilibrium geometry. Source: OMol25; level of theory: the ωB97M-V functional and the def2-TZVPD basis.

Structure (XYZ):
```
9
Properties=species:S:1:pos:R:3:forces:R:3:lowdin_charge:R:1
C 1.1102 -0.7066 -0.2209 1.31 1.58 0.83 -0.036
C 1.2341 0.6962 0.1257 -0.57 -1.34 -0.64 0.082
C -0.8553 0.0249 0.1914 5.49 -1.56 -0.01 -0.354
N -3.1995 -0.1364 -0.1209 -2.18 -0.06 -0.09 0.457
N -0.1626 -1.0880 -0.1180 -1.04 0.86 -0.31 0.201
N -2.1535 0.0680 0.1023 -0.29 0.31 0.04 0.183
O -0.0481 1.0842 0.3880 0.50 1.18 -0.27 0.118
H 1.9402 -1.3962 -0.4741 -0.86 0.56 0.20 0.148
H 2.1345 1.4539 0.1264 -2.36 -1.54 0.25 0.202
```
Forces are in eV/Å.

Values from the calculation:
Kohn-Sham gap (alpha / beta) = 8.56 / 8.56 eV
Net charge = +1
DFT total energy = -9650.257 eV
LUMO level (alpha / beta) = -6.8389 / -6.8395 eV
Structure (SMILES) = N#[N+]c1ncco1
Relative energy (zero: lowest compared OMol25 entry of this formula, charge and spin) = 29.2 kcal/mol

---

(12)
2 unconnected molecules or ions with the total composition C3H2N3O4 in a non-equilibrium geometry. Source: OMol25; level of theory: the ωB97M-V functional and the def2-TZVPD basis.

Structure (XYZ):
```
12
Properties=species:S:1:pos:R:3:forces:R:3:lowdin_charge:R:1
C 1.0714 0.4967 0.5405 2.41 -0.08 -1.11 -0.033
C 0.0202 0.9597 1.1866 -1.65 0.01 1.66 -0.125
C 0.3110 -1.6161 -0.0034 -1.04 -2.24 0.02 -0.047
N 1.1582 -0.6735 -0.1121 3.14 2.81 -1.76 0.096
N -1.0080 1.3218 -0.7958 1.15 1.19 3.14 -0.236
N -0.6768 -2.2143 -0.0511 2.97 2.02 0.03 -0.051
O -1.4512 2.3750 -0.5714 -0.96 0.32 -1.22 0.246
O -0.8309 0.4463 -1.5157 -0.65 -1.08 -2.75 0.214
O -0.7849 1.2554 1.9372 -0.12 0.34 0.27 0.327
O -1.5777 -2.8904 -0.0133 -4.28 -3.12 0.09 0.210
H 1.8881 1.1386 0.2919 0.21 0.82 0.35 0.165
H 1.8806 -0.5992 -0.8935 -1.17 -0.98 1.28 0.234
```
Forces are in eV/Å.

Values from the calculation:
Kohn-Sham gap (alpha / beta) = 6.34 / 8.03 eV
Net charge = +1
DFT total energy = -15786.030 eV
LUMO level (alpha / beta) = -7.2786 / -5.8642 eV
Relative energy (zero: lowest compared OMol25 entry of this formula, charge and spin) = 80.3 kcal/mol

---

Question: Among the records above, which one has the highest relative energy (zero: lowest compared OMol25 entry of this formula, charge and spin)?
Answer: number 2